Entry 1:
Formula: C4H11NO
Source: the OMol25 dataset
Level of theory: ωB97M-V/def2-TZVPD

Calculated values
E_tot in Eh: -288.8637
Highest occupied orbital energy in eV: -6.9
Total charge: 0
Relative energy (zero: lowest compared OMol25 entry of this formula, charge and spin) in eV: 4.173
SMILES string: C=CNCC.O
Maximum force in eV Å⁻¹: 3.979
Orbital gap in eV: 7.7692

Geometry (Å):
C  1.679386  -1.842268  0.019121
C  1.430648  -0.536760  -0.288234
N  0.190623  -0.000999  -0.590093
C  0.184401  1.416637  -1.070344
C  -1.239679  2.047151  -0.719501
H  2.329018  -2.041169  0.790881
H  1.227249  -2.405851  -0.752784
H  2.265642  0.044507  -0.765943
H  -0.661429  -0.471380  -0.230951
H  0.324546  1.466379  -2.211680
H  0.889414  2.020322  -0.463508
H  -1.848437  2.216649  -1.633797
H  -1.031862  2.960128  -0.054148
H  -1.687518  1.318333  -0.119752
O  -1.593845  -2.100966  2.328872
H  -0.817450  -2.701909  2.676496
H  -1.640709  -1.388805  3.085361

Force components x, y, z for each atom (eV/Å):
-1.7084 1.7224 -1.0349
-0.2866 0.9014 -1.4665
1.3926 0.1747 -0.4439
-2.0600 -0.1303 -0.4974
2.2205 1.2524 -0.6145
2.2027 -1.1053 0.5606
-1.1720 -1.8622 0.5806
-0.4702 0.7154 1.9325
1.0484 0.6007 -0.4042
0.2951 0.0520 1.8383
0.1748 -0.7056 -0.8773
0.3854 0.2638 0.8580
-0.8122 -1.0895 -1.3504
-1.1975 -0.8646 1.0048
2.1355 0.3764 3.3367
-2.2343 1.7513 -1.1886
0.0860 -2.0528 -2.2339

---

Entry 2:
Formula: C4H11NO
Source: the OMol25 dataset
Level of theory: ωB97M-V/def2-TZVPD

Calculated values
E_tot in Eh: -288.9759
Highest occupied orbital energy in eV: -9.0
Total charge: 0
Relative energy (zero: lowest compared OMol25 entry of this formula, charge and spin) in eV: 1.119
SMILES string: C1CCNC1.O
Maximum force in eV Å⁻¹: 1.974
Orbital gap in eV: 9.9241

Geometry (Å):
C  0.592062  0.194004  -0.173195
C  -0.244493  -1.010417  -0.593948
C  -1.436966  -0.389071  -1.332683
N  -1.618886  0.939605  -0.699899
C  -0.234823  1.426301  -0.546119
H  1.566873  0.285678  -0.687743
H  0.748925  0.278661  0.903166
H  0.199543  -1.793668  -1.190368
H  -0.686623  -1.419003  0.356146
H  -1.272224  -0.390930  -2.437558
H  -2.327363  -0.993397  -1.083385
H  -2.193702  1.509123  -1.307546
H  0.090285  1.858280  -1.531090
H  -0.130005  2.240654  0.171850
O  2.384471  -0.987170  2.851437
H  2.646222  -0.204395  2.362577
H  1.634855  -1.314218  2.331844

Force components x, y, z for each atom (eV/Å):
0.8804 0.9408 -0.3863
-1.4206 0.3083 1.3350
-0.8125 -0.4097 0.3316
0.6596 -0.9556 -0.1253
-0.3622 0.8868 -1.5630
-0.3366 -0.2998 0.3754
0.1690 -0.5094 -0.0365
0.4536 -0.0943 0.1128
0.5807 -0.1218 -0.9510
-0.0957 0.2749 0.5959
0.2092 0.2114 -0.6075
0.1740 0.2790 0.1600
0.1379 -0.3599 0.6132
-0.2561 -0.1252 0.1409
-0.3891 -0.1593 -0.2671
0.1947 0.1831 0.0097
0.2136 -0.0492 0.2623

---

Entry 3:
Formula: C4H11NO
Source: the OMol25 dataset
Level of theory: ωB97M-V/def2-TZVPD

Calculated values
E_tot in Eh: -288.9778
Highest occupied orbital energy in eV: -9.2
Total charge: 0
Relative energy (zero: lowest compared OMol25 entry of this formula, charge and spin) in eV: 1.068
SMILES string: CN[C@H](C)CO
Maximum force in eV Å⁻¹: 0.858
Orbital gap in eV: 10.1754

Geometry (Å):
C  1.116923  -1.315272  0.634582
N  1.194205  -0.050772  -0.100373
C  -0.061374  0.683155  -0.217627
C  -0.730616  1.130563  1.070664
C  -1.020065  -0.075379  -1.121276
O  -0.386328  -0.605974  -2.269138
H  0.502798  -2.010712  0.048393
H  0.624701  -1.242511  1.604306
H  2.131413  -1.692146  0.766693
H  1.910708  0.515401  0.328540
H  0.224817  1.569627  -0.781420
H  -1.362591  0.343238  1.487303
H  -1.327422  2.024228  0.962908
H  0.013714  1.311301  1.834863
H  -1.522793  -0.906907  -0.608651
H  -1.843798  0.606086  -1.392706
H  0.535706  -0.283926  -2.247061

Force components x, y, z for each atom (eV/Å):
-0.4190 0.0583 -0.5202
0.0521 -0.4915 0.4020
0.2846 0.2804 -0.4716
-0.0179 -0.7201 0.4661
-0.5636 -0.2505 -0.0449
0.3742 0.5051 -0.0697
0.4063 -0.0762 0.0498
0.0781 0.1453 0.3230
-0.1844 -0.1900 -0.0399
-0.0490 0.3058 -0.0539
-0.0283 0.3139 -0.0611
-0.1500 -0.0013 -0.0855
-0.1775 0.2156 -0.1938
0.3063 0.2727 0.1659
0.2618 0.0275 0.1912
0.2629 -0.0372 -0.1368
-0.4367 -0.3578 0.0793

---

Entry 4:
Formula: C4H11NO
Source: the OMol25 dataset
Level of theory: ωB97M-V/def2-TZVPD

Calculated values
E_tot in Eh: -288.9628
Highest occupied orbital energy in eV: -8.1
Total charge: 0
Relative energy (zero: lowest compared OMol25 entry of this formula, charge and spin) in eV: 1.474
SMILES string: CC(C)=CN.O
Maximum force in eV Å⁻¹: 2.179
Orbital gap in eV: 8.8070

Geometry (Å):
C  -1.606700  -0.568523  0.064486
C  -0.819473  0.701233  0.057999
C  0.434952  0.906250  0.873565
C  -1.034002  1.624538  -0.908381
N  -1.966587  1.557761  -1.958408
H  -1.627042  -0.965262  1.079405
H  -1.241903  -1.376127  -0.575625
H  -2.617689  -0.345596  -0.275282
H  1.232346  0.543340  0.213225
H  0.371401  0.539436  1.896049
H  0.715256  1.956650  1.002589
H  -0.303678  2.412155  -1.064908
H  -2.641781  2.308019  -1.937810
H  -2.544351  0.730234  -1.943901
O  4.347422  -3.678350  1.201692
H  5.275573  -3.529760  1.337493
H  4.026259  -2.815995  0.937816

Force components x, y, z for each atom (eV/Å):
-0.1452 0.0767 0.6793
0.2448 1.4384 -1.6179
0.0662 0.3669 -0.5025
0.2397 -0.8006 0.4929
-0.6506 -0.2447 -0.1129
-0.3000 -0.1370 0.0172
0.3458 0.1971 -0.0918
-0.1829 -0.2076 0.2599
0.3511 -0.6577 0.9641
0.3145 -0.6727 -0.2143
-0.5033 0.1250 -0.2142
-0.2381 0.3214 0.4140
0.2357 0.5181 -0.1221
0.2262 -0.3261 0.0479
-0.4467 -0.1260 -0.0520
0.7038 -0.0610 0.1438
-0.2609 0.1895 -0.0916

---

Entry 5:
Formula: C4H11NO
Source: the OMol25 dataset
Level of theory: ωB97M-V/def2-TZVPD

Calculated values
E_tot in Eh: -288.9722
Highest occupied orbital energy in eV: -8.7
Total charge: 0
Relative energy (zero: lowest compared OMol25 entry of this formula, charge and spin) in eV: 1.219
SMILES string: C=CNCC.O
Maximum force in eV Å⁻¹: 1.351
Orbital gap in eV: 9.7020

Geometry (Å):
C  -0.310464  2.710649  -0.152458
C  0.361832  1.583012  0.085675
N  -0.188954  0.299864  0.118002
C  0.310737  -0.644552  1.097952
C  -0.218701  -2.059101  0.821421
H  0.217275  3.643760  -0.254460
H  -1.381812  2.635056  -0.275410
H  1.437583  1.570418  0.229174
H  -1.207708  0.357885  0.188244
H  0.133835  -0.362484  2.148395
H  1.405626  -0.639109  1.051644
H  0.165885  -2.332581  -0.159567
H  -1.304391  -2.022188  0.856339
H  0.200228  -2.789374  1.508385
O  -0.026340  -1.018037  -2.419160
H  0.385409  -0.563078  -3.144770
H  0.019960  -0.370143  -1.699400

Force components x, y, z for each atom (eV/Å):
0.2902 -0.7912 0.0829
0.2322 0.1872 0.1150
-0.9782 0.3011 0.2783
0.9171 -0.6414 0.7564
0.7920 0.8727 -0.2925
-0.1512 0.1160 -0.0019
-0.1120 0.3866 -0.0695
0.0328 0.1395 -0.0360
0.3000 -0.0795 -0.2272
-0.4495 0.2108 -0.2133
-0.0402 -0.0739 -0.3183
-0.5064 -0.1422 -0.2184
-0.0797 -0.4277 -0.0948
-0.2449 0.0806 0.3445
-0.0861 -0.1151 0.1629
0.2359 0.1242 -0.6574
-0.1520 -0.1476 0.3893

---

Entry 6:
Formula: C4H11NO
Source: the OMol25 dataset
Level of theory: ωB97M-V/def2-TZVPD

Calculated values
E_tot in Eh: -288.9453
Highest occupied orbital energy in eV: -9.3
Total charge: 0
Relative energy (zero: lowest compared OMol25 entry of this formula, charge and spin) in eV: 1.950
SMILES string: C=CO.CCN
Maximum force in eV Å⁻¹: 1.591
Orbital gap in eV: 10.1036

Geometry (Å):
C  -1.290612  -0.586479  1.474285
C  -2.551213  -0.824262  1.124625
O  -3.286742  0.097556  0.443373
H  -0.706173  -1.446242  1.741462
H  -1.010369  0.446271  1.340881
H  -3.046622  -1.762056  1.353693
H  -4.199574  0.090461  0.751098
C  2.225001  0.201179  0.143679
C  1.733302  0.158261  -1.276540
N  0.820133  1.283237  -1.547456
H  2.971294  0.969901  0.343650
H  2.684975  -0.729971  0.489108
H  1.407895  0.431536  0.826652
H  1.221378  -0.800401  -1.434898
H  2.512433  0.150095  -2.030739
H  -0.105148  1.022365  -1.198418
H  0.620042  1.298546  -2.544462

Force components x, y, z for each atom (eV/Å):
-1.4288 -0.0382 -0.6981
0.3377 -0.2998 0.2876
-0.2662 0.3686 0.2892
0.5072 0.3089 0.5222
0.8985 -0.0970 -0.0131
-0.0448 -0.1437 -0.2830
-0.0038 -0.0845 -0.1248
0.5803 0.1474 0.7861
-0.7274 -0.4732 -0.2993
-0.5637 -0.3138 -0.3432
0.0109 0.2110 -0.3318
-0.1761 -0.0814 -0.2554
-0.1707 -0.1410 -0.0594
-0.0387 -0.0531 0.0905
0.4343 0.2817 0.1146
0.2836 0.1990 0.4122
0.3678 0.2091 -0.0943